ORCA calculation (wB97M-V/def2-TZVPD) on an isolated ion of composition C3H4NO3S and charge +1 in a non-equilibrium geometry.

Properties
Energy (Eh): -794.8861
E_HOMO (alpha / beta) (eV): -16.5 / -16.5
SMILES: O=[N+]1C=CS(=O)(=O)C1
Total charge: +1
M (g/mol): 134.1
Frontier orbital gap (alpha / beta) (eV): 8.17 / 8.17

Atoms and positions in Å:
O -0.955 -0.693 -2.019
N -0.555 -0.308 -0.954
C 0.825 -0.404 -0.591
C 1.308 0.599 0.318
S -0.181 1.436 0.969
O -0.253 1.053 2.315
O -0.307 2.833 0.572
C -1.323 0.261 -0.015
H 1.470 -0.904 -1.263
H 2.358 0.586 0.740
H -2.066 0.912 -0.571
H -1.976 -0.226 0.805